# 1
A 7-piece molecular cluster, C24H66N5O9 overall, computed with ωB97M-V with the def2-TZVPD basis set.

Output
- total energy (eV) = -51807.63084
- charge = +3

Atoms and positions in Å:
C 15.65487 18.21864 5.32948
C 16.52286 19.46615 5.19412
C 17.89308 19.23662 4.57454
O 18.54137 18.40052 5.47590
C 19.93277 18.26608 5.14893
N 15.74011 20.64297 4.65864
H 15.34706 20.43782 3.72842
H 14.87142 20.84504 5.19883
H 16.28258 21.49383 4.49607
H 15.88444 17.70141 6.26581
H 15.93333 17.48328 4.57440
H 14.58417 18.39263 5.44192
H 16.68107 19.87884 6.19790
H 18.39252 20.21663 4.58085
H 17.76958 18.83260 3.56398
H 20.11231 18.03091 4.09556
H 20.31594 17.40064 5.68109
H 20.42656 19.19926 5.41559
C 12.69002 26.08048 6.92542
C 13.64501 25.43588 7.87300
C 13.13098 24.90561 9.20353
O 14.17522 24.12829 9.77320
C 13.72886 23.53207 10.99236
N 14.32965 24.25243 7.13553
H 13.72621 23.46404 6.85207
H 14.72376 24.59433 6.25648
H 15.09581 23.80526 7.64936
H 12.40732 27.09095 7.21801
H 11.83555 25.49884 6.57650
H 13.19063 26.29176 5.96924
H 14.51286 26.06702 8.06177
H 12.23640 24.29454 9.06022
H 12.91291 25.70703 9.91311
H 14.40473 22.70607 11.22449
H 12.76770 23.01748 10.93314
H 13.84856 24.30504 11.74859
C 9.47844 22.81532 9.70958
C 9.79997 21.52166 10.38840
C 8.77739 20.94777 11.36237
O 7.56257 20.63441 10.76724
C 6.53864 20.27235 11.70290
N 10.04499 20.46934 9.27395
H 10.05556 19.49680 9.56949
H 9.17408 20.66379 8.76807
H 10.87333 20.77969 8.73513
H 8.54956 22.71580 9.13574
H 10.28468 23.09071 9.02434
H 9.34176 23.69634 10.33394
H 10.78907 21.59848 10.84422
H 8.63933 21.71530 12.13446
H 9.21356 20.07147 11.86157
H 5.65131 20.13653 11.09238
H 6.45482 21.04542 12.46637
H 6.77713 19.29775 12.13940
C 10.80712 21.31605 4.17965
C 11.57904 20.06854 3.72489
C 11.33632 18.96280 4.69944
O 12.13682 17.87897 4.24119
C 12.07992 16.68079 4.98108
N 10.94114 19.70785 2.36006
H 11.61721 19.26569 1.72986
H 10.18719 19.01959 2.43696
H 10.60080 20.56271 1.91845
H 10.83704 22.18385 3.51651
H 11.09872 21.72908 5.14658
H 9.75292 21.05680 4.31966
H 12.61236 20.31188 3.51117
H 10.29301 18.64140 4.63327
H 11.73411 19.28133 5.66358
H 12.77673 15.98053 4.51739
H 11.09837 16.20290 4.96711
H 12.48255 16.79460 5.99396
C 16.20779 16.33479 15.61394
C 15.81097 17.42825 14.62872
C 15.59129 17.03783 13.17405
O 15.59828 18.25059 12.42904
C 14.82502 18.23356 11.23426
N 14.68423 18.27443 15.22253
H 13.73198 17.89161 15.24022
H 14.90362 18.42702 16.21171
H 14.63486 19.16420 14.72384
H 17.00406 15.64718 15.34405
H 15.34400 15.70692 15.85565
H 16.50044 16.80529 16.55642
H 16.53797 18.24315 14.67721
H 14.65322 16.49757 13.02392
H 16.49788 16.48642 12.91427
H 14.83552 17.28642 10.69556
H 15.18036 19.04772 10.60929
H 13.79625 18.50596 11.52548
C 17.25829 18.05572 8.44126
C 18.76670 17.97681 8.59577
O 19.30199 18.91788 9.21264
O 19.30287 16.92637 8.18214
H 16.97419 18.76956 7.65555
H 16.89022 18.44908 9.39603
H 16.73009 17.11864 8.25365
C 13.72486 19.80519 8.42923
C 13.12564 20.92251 7.56821
O 13.40088 20.86398 6.33834
O 12.34822 21.77259 8.09468
H 13.28778 19.91152 9.42401
H 14.81128 19.76511 8.43008
H 13.30484 18.85391 8.09031

# 2
A 6-piece molecular cluster, C24H66N6O6 overall, computed with ωB97M-V with the def2-TZVPD basis set.

Output
- energy above the lowest of the compared OMol25 structures with the same formula, charge and spin (kcal/mol) = 248.71
- structure (SMILES) = COC[C@H](C)N.COC[C@H](C)N.COC[C@H](C)N.COC[C@H](C)N.COC[C@H](C)N.COC[C@H](C)N

Atoms and positions in Å:
C 7.65149 -13.18984 6.21809
O 8.17571 -12.01112 6.88891
C 9.61355 -12.19932 7.17380
C 10.21217 -10.82090 7.38049
C 10.19605 -9.99978 6.13434
N 11.60735 -10.98727 7.87143
H 6.57684 -13.03247 6.12605
H 7.84543 -14.06188 6.84260
H 8.12778 -13.44928 5.27261
H 9.70547 -12.99188 7.91643
H 10.01002 -12.60008 6.24090
H 9.54652 -10.25920 8.03585
H 10.68376 -10.58344 5.35358
H 10.72740 -9.04899 6.17629
H 9.15960 -9.76629 5.89072
H 12.08507 -11.56931 7.19829
H 12.05653 -10.08478 7.80940
C 7.80932 -14.35460 2.70670
O 6.59645 -13.62625 3.09161
C 6.92094 -12.31479 3.47320
C 5.68862 -11.46525 3.83505
C 4.65339 -11.42021 2.64591
N 6.14342 -10.03314 3.83011
H 8.49776 -14.52184 3.53506
H 8.18438 -13.88095 1.79946
H 7.44113 -15.30526 2.32100
H 7.59929 -12.24178 4.32326
H 7.53002 -11.94164 2.64987
H 5.20349 -11.88084 4.71824
H 4.93544 -10.87350 1.74611
H 3.63597 -11.18016 2.95467
H 4.45150 -12.41105 2.23898
H 5.41651 -9.44846 3.44299
H 6.90980 -9.98914 3.17374
C 8.29751 -15.48959 5.25278
O 9.25857 -14.53104 4.75969
C 10.48282 -14.74847 5.57981
C 11.38827 -13.56268 5.20764
C 11.99331 -13.81906 3.82533
N 12.40874 -13.45113 6.25907
H 8.37634 -16.47733 4.79863
H 7.31563 -15.10120 4.98228
H 8.18804 -15.63220 6.32785
H 10.23564 -14.56484 6.62541
H 10.98879 -15.70675 5.46229
H 10.69343 -12.75655 4.97219
H 12.64277 -13.00551 3.50214
H 11.31207 -13.96638 2.98728
H 12.72689 -14.61964 3.92034
H 13.02861 -12.67413 6.07981
H 12.94864 -14.30165 6.18671
C 4.59989 -17.53349 1.67217
O 5.63713 -17.74311 0.70863
C 6.66115 -16.76213 0.60999
C 6.18316 -15.59860 -0.31879
C 5.83537 -16.10787 -1.72861
N 7.30636 -14.72310 -0.40466
H 4.11186 -18.44556 2.01577
H 3.75362 -16.91414 1.37499
H 4.93166 -17.08143 2.60688
H 7.09363 -16.47707 1.56906
H 7.46831 -17.19612 0.01987
H 5.28409 -15.18389 0.13704
H 4.95262 -16.74687 -1.75159
H 6.72312 -16.62841 -2.08782
H 5.58618 -15.33728 -2.45812
H 7.15845 -13.96885 -1.05989
H 8.02373 -15.27589 -0.85177
C 5.67228 -5.10830 4.60053
O 6.82970 -5.92283 4.27474
C 6.59244 -7.20226 3.69280
C 6.13041 -7.13380 2.23595
C 6.01859 -8.48746 1.48733
N 7.13298 -6.43362 1.49271
H 5.06081 -4.77179 3.76329
H 6.02840 -4.23995 5.15482
H 5.03341 -5.74721 5.21023
H 7.53675 -7.73810 3.78907
H 5.86682 -7.70811 4.32973
H 5.14586 -6.70480 2.04959
H 5.13495 -9.07573 1.73477
H 6.87235 -9.14251 1.66081
H 5.69500 -8.26971 0.46950
H 7.32760 -5.49291 1.80463
H 7.01315 -6.39140 0.49074
C 4.52913 -15.26126 9.14819
O 5.09893 -15.61527 7.91147
C 4.60141 -14.88456 6.83693
C 5.50549 -14.94973 5.56828
C 4.83476 -14.18222 4.33918
N 5.68908 -16.41823 5.18892
H 3.44594 -15.38053 9.17200
H 4.77635 -14.28472 9.56455
H 4.88373 -15.96369 9.90248
H 3.55058 -15.10505 6.64917
H 4.54157 -13.82709 7.09437
H 6.43431 -14.41810 5.77510
H 3.84729 -14.57574 4.09805
H 5.35287 -14.37962 3.40073
H 4.77433 -13.13146 4.62263
H 6.35689 -16.74728 5.87146
H 4.82554 -16.93395 5.28075

Taking the records one at a time from the top gives max |F| values of 2.6 6.8 eV Å⁻¹.